Entry 1:
The following is a DFT calculation (ωB97M-V/def2-TZVPD) of a structure of composition C35H52AsInOP3 in a non-equilibrium geometry.

Computed properties:
- HOMO-LUMO gap (alpha / beta) (eV) = 3.46 / 2.10
- HOMO (alpha / beta) (eV) = -15.3 / -14.7
- electronic energy (eV) = -133032.478

Structure (ORCA input):
```
! wB97M-V def2-TZVPD RIJCOSX def2/J DEFGRID3
* xyz 3 1
C 1.381 0.593 4.462
H 1.874 -0.940 1.963
H -0.450 -2.284 4.153
H -1.094 1.361 -8.234
H -2.463 1.318 -3.824
H 1.720 1.568 1.530
H -2.599 1.600 0.493
H 3.703 -1.067 -1.788
C 2.364 -1.228 1.017
C 0.319 -1.596 4.509
As -0.720 0.338 2.492
H -1.335 -4.830 -2.455
H 0.940 -3.990 -0.284
H 1.587 -4.905 -1.721
C -2.445 1.836 -0.561
C -1.598 1.698 3.612
C -4.044 -3.074 2.402
C -1.768 -2.338 2.034
C -2.108 -1.061 2.527
C 2.254 0.187 5.477
H -0.741 -2.548 1.719
H -4.023 1.428 -2.941
In -0.284 -0.258 -2.106
H -2.154 -3.223 -2.666
H 2.845 -1.417 6.800
H 3.447 -1.325 1.193
H 0.265 4.904 -1.998
H -3.696 0.209 3.275
C -2.738 -3.337 1.975
C 1.196 -1.992 5.524
C 2.163 1.622 0.524
C 3.585 -0.064 -1.337
H -3.487 -0.131 -3.654
H 0.365 -0.454 -7.465
H -1.617 -3.738 -1.024
C -4.380 -1.807 2.874
H -4.427 -0.807 -1.146
H 3.539 0.700 -2.139
H -1.360 3.224 2.088
H -0.631 5.054 0.295
C 2.162 -1.106 6.006
C -3.156 0.784 -3.150
H 3.217 1.915 0.600
H -0.761 3.298 -4.314
C -1.716 3.003 3.098
C 0.482 0.277 -5.453
H 0.688 -4.542 -4.193
P 2.085 0.000 -0.295
O 0.983 1.269 -3.283
H -2.465 -4.335 1.609
C -2.026 1.403 4.911
H 0.012 -2.985 -4.833
C 0.740 -3.444 -4.137
C -2.275 4.004 3.894
H -1.910 0.392 5.312
H -3.279 2.454 -0.894
H 1.896 4.221 -1.251
C -0.746 1.382 -7.249
H -4.798 -3.868 2.368
H 1.961 -2.207 0.709
H 1.157 -0.491 -4.885
H -1.743 3.376 -6.709
C 0.260 4.652 0.218
C -0.608 2.485 -5.074
H 1.117 -3.001 5.937
H -2.934 2.177 6.710
H -3.046 -1.919 -1.084
C 0.421 -0.311 3.967
C -1.100 2.473 -6.434
H 1.618 2.394 -0.041
C -2.592 2.413 5.698
C -3.389 -0.913 -0.812
H -2.364 5.022 3.497
H -3.152 4.500 5.809
H -5.403 -1.601 3.220
H 1.431 1.610 4.069
H -1.527 2.425 -0.649
C 0.063 0.329 -6.765
C -2.715 3.711 5.191
C -3.426 -0.791 2.919
P -2.421 0.366 -1.566
C 0.207 1.357 -4.572
H -3.385 -0.847 0.280
H 2.348 -3.334 -1.211
C 1.421 -3.924 -1.270
H 3.003 0.886 5.850
H 1.761 -3.064 -4.324
H 4.435 0.137 -0.664
P 0.266 -3.051 -2.408
H 0.850 4.384 1.016
C -1.398 -3.796 -2.102
C 0.843 4.510 -1.041
H 0.678 -1.084 -3.122
*
```

Entry 2:
The following is a DFT calculation (ωB97M-V/def2-TZVPD) of a structure of composition C35H52AsLaOP3Se in a non-equilibrium geometry.

Computed properties:
- HOMO-LUMO gap (alpha / beta) (eV) = 5.10 / 5.10
- HOMO (alpha / beta) (eV) = -16.1 / -16.1
- electronic energy (eV) = -194070.937

Structure (ORCA input):
```
! wB97M-V def2-TZVPD RIJCOSX def2/J DEFGRID3
* xyz 3 1
C 0.542 3.285 -3.743
C -2.364 -4.101 -4.834
H -2.926 3.081 1.090
H 2.852 2.856 1.749
C 0.931 4.016 -0.147
H 0.289 -6.240 -4.699
C 4.583 -2.025 2.416
H -5.100 2.298 -2.015
C 1.598 0.691 -3.965
P 0.159 1.566 -3.238
C -0.017 2.787 5.284
C 3.354 -2.410 -2.153
P 1.444 2.250 -0.127
H 1.522 3.596 -3.359
H 1.554 -0.381 -3.723
La -0.704 0.074 -0.614
H 5.623 -2.307 2.249
H 2.534 1.097 -3.563
H -2.524 -2.245 -3.730
H -2.855 3.289 3.451
C -1.621 1.521 3.369
C -1.581 -5.231 -5.108
C -0.952 -2.263 3.832
H 0.559 3.336 -4.840
H -4.072 1.742 0.831
C 2.044 2.126 1.601
C -2.426 -4.303 5.039
H -0.748 1.443 -5.475
H 3.816 2.710 -0.331
C -3.641 2.646 0.378
C 0.320 1.505 4.833
H 2.932 -3.058 -1.381
C 3.590 -2.479 1.537
H 2.626 -0.248 4.576
H 5.003 -0.857 4.189
H -3.995 1.622 -3.256
C 2.253 -2.135 1.750
H 3.854 -3.098 0.680
H 3.355 1.282 -1.295
C -2.291 -2.454 3.470
H 1.476 -2.505 1.074
H -1.936 -5.995 -5.803
H -0.085 4.103 0.263
H -2.063 1.686 -4.283
H 0.932 4.422 -1.167
C -0.338 -3.096 4.781
C 4.237 -1.215 3.500
C -4.238 1.639 -2.185
H 4.481 -0.663 -2.602
C -1.955 2.799 3.827
H 1.173 0.977 5.257
C -0.332 -5.370 -4.484
C -0.456 0.898 3.834
H 1.616 4.604 0.481
C 3.055 2.299 -1.008
Se 0.055 -1.991 -2.049
H -2.267 1.010 2.649
H 1.576 0.820 -5.056
C -1.082 -4.117 5.386
C -0.667 -3.272 -3.293
H -1.689 -1.327 -1.318
H 0.710 -2.941 5.044
C -1.127 1.149 -4.486
C 3.960 -1.252 -1.839
H -2.455 3.854 -2.990
H -3.334 -3.987 -5.325
H 1.091 -4.503 -3.104
H -3.444 4.514 -1.654
H 4.020 -0.900 -0.806
H -1.403 4.440 5.121
H -0.220 3.979 -3.368
H 3.008 2.921 -1.911
C 0.119 -4.402 -3.587
C 1.912 -1.302 2.826
H 3.262 -2.751 -3.188
H -3.006 -5.096 5.517
H -1.323 0.069 -4.474
H 1.232 2.334 2.310
As 0.057 -0.809 3.082
H -1.674 4.364 -1.470
C 2.900 -0.860 3.717
H -0.608 -4.761 6.128
C -3.027 -3.474 4.085
C -1.144 3.439 4.773
H 0.605 3.270 6.041
P -2.798 2.215 -1.196
C -1.913 -3.124 -3.939
C -2.569 3.895 -1.899
H 2.427 1.118 1.806
H -4.075 -3.618 3.815
H -2.749 -1.812 2.716
H -4.442 3.370 0.176
H -4.499 0.619 -1.873
O -0.501 -0.645 1.422
*
```

Entry 3:
The following is a DFT calculation (ωB97M-V/def2-TZVPD) of a structure of composition C35H52AsP3SeTi in a non-equilibrium geometry.

Computed properties:
- HOMO-LUMO gap (alpha / beta) (eV) = 4.30 / 4.33
- HOMO (alpha / beta) (eV) = -15.1 / -15.0
- ⟨S²⟩ = 0.763
- electronic energy (eV) = -214274.068

Structure (ORCA input):
```
! wB97M-V def2-TZVPD RIJCOSX def2/J DEFGRID3
* xyz 3 2
C -0.162 0.744 4.366
C 0.148 0.586 -5.942
H 0.610 -1.214 -7.019
As -0.235 -1.025 2.022
H 3.225 2.442 -0.976
C 0.721 -0.129 -6.991
C -2.751 0.144 5.237
C 1.732 -3.172 1.855
H -0.605 -3.250 3.973
C -2.317 -2.974 1.037
H 4.580 -0.626 -0.343
C 3.025 1.757 -1.804
H 0.422 -1.565 -3.160
H -0.401 0.066 -5.155
H -1.868 3.370 1.496
H -3.614 -0.547 0.922
H 2.272 -1.925 -2.468
H 3.871 -1.187 -2.682
H 3.799 0.512 0.767
H 2.442 -0.546 -3.544
C 1.852 2.597 1.657
P 0.283 2.460 0.691
H -2.030 -5.263 4.158
C -2.882 2.677 -1.085
C 0.007 -1.619 -2.083
C -0.941 -0.189 3.666
H -0.966 0.256 -1.719
H 0.009 -2.714 -1.856
H -1.152 2.170 2.646
H 3.954 1.659 -2.383
H -3.765 -0.085 5.562
P -2.509 0.985 -0.606
H -0.947 -1.400 -0.064
H -0.426 3.937 -1.133
C 3.790 -3.323 3.129
H -4.552 0.938 0.546
C 2.272 -1.464 3.497
C -1.407 -2.644 2.058
C -1.025 -0.972 -1.350
H -3.058 0.617 -2.971
H -2.484 3.390 -0.360
H 3.245 -1.155 0.696
Ti 0.147 -0.028 -0.372
H -3.177 1.002 1.696
C -2.981 -4.978 2.239
H -2.987 -0.927 -2.135
H -2.862 -1.186 3.536
C -2.247 -0.472 4.088
C 2.925 -3.838 2.156
C 0.939 2.674 -6.919
C 0.257 1.988 -5.893
C 3.615 -0.324 0.085
C -0.937 3.007 1.960
H 0.358 4.821 0.258
H -3.588 -5.883 2.309
C 1.415 0.548 -8.004
H -2.474 2.887 -2.084
H -0.417 3.816 2.505
H 0.822 1.036 3.993
C -2.102 -4.634 3.271
C 1.403 -1.990 2.536
C 1.534 1.945 -7.957
C -3.556 0.538 0.780
H 4.715 -3.847 3.373
C -1.307 -3.484 3.171
H 0.392 3.694 -4.114
H 1.849 -0.015 -8.833
H 1.667 3.365 2.430
H -0.019 1.988 6.113
H 2.100 1.636 2.140
C 2.797 -0.974 -2.597
C 0.407 3.938 -0.408
H 2.678 2.901 0.991
H 1.005 3.764 -6.884
H -2.347 1.499 6.871
C -0.659 1.319 5.539
H 2.084 2.465 -8.744
H 2.279 2.230 -2.452
P 2.423 0.139 -1.214
H 1.368 3.895 -0.950
Se -0.649 2.818 -4.413
H -4.379 0.108 -1.872
H 3.178 -4.763 1.635
H -3.978 2.740 -1.107
C -1.957 1.031 5.968
H -2.439 -2.336 0.161
C 3.464 -2.135 3.790
C -3.300 0.120 -2.024
H 2.014 -0.548 4.026
C -3.075 -4.149 1.118
H 1.055 -3.585 1.104
H -3.745 -4.412 0.298
H 4.133 -1.724 4.547
*
```

Repeat the first record exactly.
The following is a DFT calculation (ωB97M-V/def2-TZVPD) of a structure of composition C35H52AsInOP3 in a non-equilibrium geometry.

Computed properties:
- HOMO-LUMO gap (alpha / beta) (eV) = 3.46 / 2.10
- HOMO (alpha / beta) (eV) = -15.3 / -14.7
- electronic energy (eV) = -133032.478

Structure (ORCA input):
```
! wB97M-V def2-TZVPD RIJCOSX def2/J DEFGRID3
* xyz 3 1
C 1.381 0.593 4.462
H 1.874 -0.940 1.963
H -0.450 -2.284 4.153
H -1.094 1.361 -8.234
H -2.463 1.318 -3.824
H 1.720 1.568 1.530
H -2.599 1.600 0.493
H 3.703 -1.067 -1.788
C 2.364 -1.228 1.017
C 0.319 -1.596 4.509
As -0.720 0.338 2.492
H -1.335 -4.830 -2.455
H 0.940 -3.990 -0.284
H 1.587 -4.905 -1.721
C -2.445 1.836 -0.561
C -1.598 1.698 3.612
C -4.044 -3.074 2.402
C -1.768 -2.338 2.034
C -2.108 -1.061 2.527
C 2.254 0.187 5.477
H -0.741 -2.548 1.719
H -4.023 1.428 -2.941
In -0.284 -0.258 -2.106
H -2.154 -3.223 -2.666
H 2.845 -1.417 6.800
H 3.447 -1.325 1.193
H 0.265 4.904 -1.998
H -3.696 0.209 3.275
C -2.738 -3.337 1.975
C 1.196 -1.992 5.524
C 2.163 1.622 0.524
C 3.585 -0.064 -1.337
H -3.487 -0.131 -3.654
H 0.365 -0.454 -7.465
H -1.617 -3.738 -1.024
C -4.380 -1.807 2.874
H -4.427 -0.807 -1.146
H 3.539 0.700 -2.139
H -1.360 3.224 2.088
H -0.631 5.054 0.295
C 2.162 -1.106 6.006
C -3.156 0.784 -3.150
H 3.217 1.915 0.600
H -0.761 3.298 -4.314
C -1.716 3.003 3.098
C 0.482 0.277 -5.453
H 0.688 -4.542 -4.193
P 2.085 0.000 -0.295
O 0.983 1.269 -3.283
H -2.465 -4.335 1.609
C -2.026 1.403 4.911
H 0.012 -2.985 -4.833
C 0.740 -3.444 -4.137
C -2.275 4.004 3.894
H -1.910 0.392 5.312
H -3.279 2.454 -0.894
H 1.896 4.221 -1.251
C -0.746 1.382 -7.249
H -4.798 -3.868 2.368
H 1.961 -2.207 0.709
H 1.157 -0.491 -4.885
H -1.743 3.376 -6.709
C 0.260 4.652 0.218
C -0.608 2.485 -5.074
H 1.117 -3.001 5.937
H -2.934 2.177 6.710
H -3.046 -1.919 -1.084
C 0.421 -0.311 3.967
C -1.100 2.473 -6.434
H 1.618 2.394 -0.041
C -2.592 2.413 5.698
C -3.389 -0.913 -0.812
H -2.364 5.022 3.497
H -3.152 4.500 5.809
H -5.403 -1.601 3.220
H 1.431 1.610 4.069
H -1.527 2.425 -0.649
C 0.063 0.329 -6.765
C -2.715 3.711 5.191
C -3.426 -0.791 2.919
P -2.421 0.366 -1.566
C 0.207 1.357 -4.572
H -3.385 -0.847 0.280
H 2.348 -3.334 -1.211
C 1.421 -3.924 -1.270
H 3.003 0.886 5.850
H 1.761 -3.064 -4.324
H 4.435 0.137 -0.664
P 0.266 -3.051 -2.408
H 0.850 4.384 1.016
C -1.398 -3.796 -2.102
C 0.843 4.510 -1.041
H 0.678 -1.084 -3.122
*
```